1.
ORCA calculation (ωB97M-V/def2-TZVPD) on an isolated ion of composition C5H9N2O2 and charge +1 in a non-equilibrium geometry.

## Properties
Total charge: +1
Total energy in hartree: -455.62147
Strongest force on any atom in hartree/bohr: 0.094
SMILES: N[C@@H]1CCC(=O)C(O)=[NH+]1
Multiplicity: 1
Energy above the lowest of the compared OMol25 structures with the same formula, charge and spin in kcal/mol: 66.05

```
18
Properties=species:S:1:pos:R:3:forces:R:3
N -0.752725 -1.023986 1.478945 -0.79 -1.43 0.83
C -0.868946 0.263129 0.901202 -0.94 -0.49 0.69
C -1.379366 0.168712 -0.565956 -2.55 0.63 2.68
C -0.477726 -0.639135 -1.334686 -0.66 -3.14 -1.06
C 0.864790 -0.298833 -1.103615 4.00 2.54 -0.18
O 1.808888 -0.718741 -1.687223 0.98 -0.83 -0.74
C 1.345527 0.772914 -0.012691 -2.44 -2.01 -0.29
O 2.553766 1.215895 0.029270 0.57 1.28 -1.19
N 0.495279 0.762206 0.986661 3.14 3.60 0.52
H -1.173777 -1.296162 2.374893 0.38 0.54 -0.78
H 0.157726 -1.407662 1.303521 -0.08 -0.58 0.46
H -1.483332 0.925201 1.554235 0.27 -0.37 -0.80
H -1.389513 1.140402 -0.965100 -0.40 1.53 -0.56
H -2.443519 -0.211752 -0.477863 1.33 0.39 -0.34
H -0.496003 -1.709318 -1.053355 -0.37 0.20 -0.05
H -0.563953 -0.672555 -2.420453 -0.49 0.24 -0.06
H 2.996785 1.467180 -0.875367 -1.30 -1.26 2.00
H 0.806097 1.262506 1.867581 -0.64 -0.85 -1.10
```
Positions in Å, forces in eV/Å.

2.
ORCA calculation (ωB97M-V/def2-TZVPD) on C4H11ClLuNO2Ru as an isolated structure in a non-equilibrium geometry.

## Properties
Total charge: -1
Total energy in hartree: -2154.59522
Strongest force on any atom in hartree/bohr: 0.086
Multiplicity: 6
<S²>: 8.76
Energy above the lowest of the compared OMol25 structures with the same formula, charge and spin in kcal/mol: 0.00

```
21
Properties=species:S:1:pos:R:3:forces:R:3
Lu 0.367611 -0.269910 -0.773158 0.25 -0.32 1.18
Cl -0.246215 2.013580 -1.666563 0.21 -0.06 -0.27
C -1.531110 -0.985109 0.157445 0.03 -0.16 0.43
H -1.388929 -1.665688 1.022498 -0.22 0.19 -0.61
H -2.143845 -1.396457 -0.642339 -0.48 -0.18 0.16
H -1.936581 -0.036904 0.540035 -0.25 -0.17 -0.09
Ru 0.523483 0.136587 -3.563435 -0.74 1.00 2.21
C -1.267703 0.543901 -4.374227 -1.14 0.26 -1.70
C 2.286072 1.065928 -3.802626 1.45 0.75 -1.25
C 0.928396 -1.195902 -4.759767 0.86 -2.93 -3.19
H 3.106874 0.688682 -3.165279 -0.29 0.33 -0.38
H 2.489361 0.863255 -4.898165 0.25 0.47 1.16
H 2.058667 2.140849 -3.639844 0.42 -0.48 -0.03
H -2.089661 -0.108298 -4.016665 0.32 0.44 -0.26
H -1.449057 1.618833 -4.150165 -0.14 -0.72 -0.25
H -1.067045 0.376327 -5.476169 -0.70 0.31 1.03
H 0.243001 -1.743315 -5.435172 -0.38 0.45 0.65
H 1.913992 -1.508495 -5.151254 0.04 0.55 0.70
O 1.010781 0.439929 3.110580 -0.08 -0.37 -0.85
N 0.489401 0.098946 2.083631 0.84 0.16 0.16
O 1.356507 -0.225740 1.088938 -0.26 0.46 1.21
```
Positions in Å, forces in eV/Å.

3.
ORCA calculation (ωB97M-V/def2-TZVPD) on C16H17N8S2Ti as an isolated structure.

## Properties
Total charge: +1
Total energy in hartree: -2703.71249
Strongest force on any atom in hartree/bohr: 0.011
Multiplicity: 3
<S²>: 2.02
Energy above the lowest of the compared OMol25 structures with the same formula, charge and spin in kcal/mol: 0.00

```
44
Properties=species:S:1:pos:R:3:forces:R:3
Ti 0.205931 -0.077109 -0.010655 0.51 0.11 -0.14
C 0.242551 5.212876 -1.286031 0.03 0.04 -0.02
S -0.939822 4.649897 -0.054645 0.00 -0.06 0.05
C -0.654549 2.926515 0.040201 -0.01 0.01 -0.25
S 0.570211 2.164882 -0.946861 -0.09 0.08 0.04
N -1.470221 2.339657 0.863173 0.00 -0.02 0.06
N -1.260456 0.983997 0.959922 -0.28 0.09 0.25
C -2.053352 0.352762 1.780310 0.07 0.15 -0.03
C -1.807799 -1.050059 1.952091 0.01 -0.19 0.10
C -2.548030 -1.844467 2.835983 -0.02 0.09 -0.04
C -2.225920 -3.172084 2.981529 0.05 -0.07 -0.03
C -1.165836 -3.699607 2.237672 -0.05 -0.01 0.05
C -0.487496 -2.869183 1.379138 0.01 0.06 -0.09
N -0.784190 -1.566579 1.224322 -0.13 -0.09 0.07
H 0.047778 6.279643 -1.388461 0.01 0.00 0.00
H 0.083103 4.725007 -2.243675 -0.01 -0.01 0.01
H 1.267195 5.062801 -0.957016 -0.01 -0.01 0.01
H -2.824248 0.881616 2.328540 -0.01 0.00 -0.01
H -3.359958 -1.396810 3.393064 0.00 -0.01 0.01
H -2.783291 -3.800992 3.662392 0.00 0.00 0.00
H -0.878578 -4.737298 2.324974 -0.01 0.00 0.00
H 0.333967 -3.238891 0.776754 0.00 0.00 0.00
N 2.307040 -1.292568 -3.497633 0.05 -0.06 0.04
C 3.492118 -0.982073 -2.871282 0.00 0.01 -0.01
C 3.173596 -0.717915 -1.575570 0.01 -0.04 -0.01
N 1.820472 -0.870386 -1.394478 -0.02 0.04 0.07
C 1.330338 -1.215677 -2.568885 -0.11 0.00 -0.14
C -0.103010 -1.371878 -2.706696 0.11 -0.13 -0.01
N -0.882280 -0.921606 -1.744807 -0.01 -0.10 0.11
C -2.165873 -1.270615 -2.084625 0.02 0.07 -0.03
C -2.150430 -1.937639 -3.269353 -0.01 0.00 0.00
N -0.828866 -2.002714 -3.652219 -0.05 0.07 -0.06
H 2.197554 -1.483064 -4.478773 0.00 0.00 0.00
H 4.430323 -0.976481 -3.395756 0.00 0.01 0.00
H 3.823778 -0.428834 -0.769104 0.00 0.00 0.00
H -3.005266 -1.004114 -1.466533 -0.01 -0.01 0.00
H -2.939068 -2.357785 -3.866670 0.00 0.00 0.00
H -0.482779 -2.469100 -4.473014 0.00 0.01 -0.01
C 3.013449 0.967418 3.722748 -0.03 -0.01 -0.01
C 2.271120 0.508166 2.561006 0.07 0.01 -0.02
N 1.687492 0.161123 1.639516 -0.12 -0.02 0.00
H 2.941799 2.052274 3.782626 0.01 0.00 0.00
H 4.058029 0.675969 3.631931 0.00 0.00 0.00
H 2.588534 0.526747 4.622751 0.01 0.00 0.01
```
Positions in Å, forces in eV/Å.

4.
ORCA calculation (ωB97M-V/def2-TZVPD) on C21H18N4O4S in the gas phase in a non-equilibrium geometry.

## Properties
Total energy in hartree: -1729.20472
Strongest force on any atom in hartree/bohr: 0.026
SMILES: COc1ccc(-c2noc(CSc3nc(-c4ccccc4)cc(=O)[nH]3)n2)cc1OC
Multiplicity: 1
Energy above the lowest of the compared OMol25 structures with the same formula, charge and spin in kcal/mol: 8.65

```
48
Properties=species:S:1:pos:R:3:forces:R:3
C -6.617836 0.005569 1.277342 -0.14 0.05 0.18
O -5.708426 -0.254840 0.236431 0.32 0.00 -0.25
C -4.480099 0.320095 0.287766 0.06 -0.09 -0.14
C -4.026387 1.146685 1.305328 -0.28 -0.19 -0.01
C -2.743513 1.667655 1.276045 0.34 -0.02 -0.31
C -1.905326 1.376253 0.210821 -0.78 -0.06 0.22
C -0.545442 1.860388 0.175676 1.14 0.52 0.12
N 0.078073 2.407918 1.189188 -1.15 -0.33 0.57
O 1.332442 2.680235 0.736232 0.79 0.13 -0.71
C 1.375784 2.262056 -0.531410 -1.05 -0.03 0.02
C 2.575674 2.470311 -1.364892 0.52 -0.30 0.24
S 4.130238 2.015508 -0.530358 0.19 0.36 -0.06
C 3.782897 0.350289 -0.097744 -0.27 0.11 -0.12
N 2.560148 -0.051761 -0.070346 0.02 0.26 -0.02
C 2.333908 -1.367228 0.217728 0.64 -0.44 0.10
C 0.922757 -1.784773 0.272664 -0.26 -0.19 -0.02
C 0.046177 -1.156511 1.150106 0.10 -0.08 0.00
C -1.267981 -1.577918 1.238623 0.02 -0.07 0.08
C -1.723737 -2.609755 0.435828 -0.01 -0.07 0.01
C -0.856041 -3.232246 -0.446828 -0.10 -0.08 -0.01
C 0.465675 -2.831591 -0.521087 0.12 0.10 0.02
C 3.349056 -2.243221 0.457263 -0.34 0.01 -0.04
C 4.720279 -1.807585 0.469285 -0.03 0.20 -0.05
O 5.711942 -2.462487 0.692771 0.22 -0.18 0.06
N 4.846044 -0.431836 0.175547 0.12 0.05 0.04
N 0.252420 1.760978 -0.934737 0.33 0.17 -0.31
C -2.354276 0.560943 -0.831577 -0.12 0.08 0.03
C -3.622529 0.019500 -0.798847 -0.18 0.01 0.06
O -4.139938 -0.814079 -1.740005 -0.16 0.16 0.39
C -3.313276 -1.189436 -2.814624 0.18 -0.06 -0.20
H -6.853773 1.072235 1.349411 0.02 -0.04 0.00
H -6.239590 -0.348720 2.241958 0.00 0.03 -0.04
H -7.521154 -0.545726 1.021355 0.05 0.06 0.06
H -4.667991 1.385792 2.138258 -0.10 -0.01 0.05
H -2.386778 2.296306 2.075545 0.01 0.08 0.11
H 2.694357 3.528225 -1.606866 0.03 -0.06 -0.03
H 2.478702 1.883943 -2.277016 -0.10 0.11 0.06
H 0.402878 -0.352671 1.775830 0.04 0.13 0.05
H -1.938888 -1.094436 1.932116 -0.09 0.07 0.05
H -2.754328 -2.926359 0.495714 -0.11 -0.02 0.00
H -1.208004 -4.038318 -1.074392 -0.03 -0.06 -0.05
H 1.146217 -3.317905 -1.204916 0.07 -0.05 -0.06
H 3.154102 -3.280353 0.674781 0.00 -0.08 0.06
H 5.785390 -0.050770 0.160388 -0.09 -0.14 -0.05
H -1.670453 0.355762 -1.637630 0.04 -0.10 -0.12
H -2.407022 -1.694647 -2.464522 -0.03 0.04 -0.02
H -3.033373 -0.326278 -3.427109 0.00 -0.02 0.03
H -3.907042 -1.878598 -3.413100 0.08 0.04 0.00
```
Positions in Å, forces in eV/Å.